Here is a cluster of 2 separate species, C21H22BrF4N4O5P in total in a non-equilibrium geometry from the Open Molecules 2025 dataset. Energies are from ωB97M-V with the def2-TZVPD basis set.

Properties
- E_tot (eV) = -128519.9136

Last column: natural (NBO) charge in e.
Cartesian coordinates (Å):
Br: -4.1699 3.2545 2.8877  -0.24
P: -2.7926 1.9745 1.6029  1.06
F: -5.4154 -0.4563 -3.7590  -0.23
F: -7.4764 -2.6776 -0.0908  -0.30
F: -8.2405 -0.6076 0.0844  -0.33
F: -7.3948 -1.6409 1.8531  -0.32
O: -2.4076 -1.6823 -3.3739  -0.45
O: -7.7065 1.8326 1.6667  -0.43
O: -6.2299 -3.1641 -2.4560  -0.41
O: -2.0874 3.1317 0.5559  -0.93
O: -0.7518 0.3658 -0.2630  -0.54
N: 4.3209 -0.8009 0.6814  -0.25
N: -5.7545 0.5549 2.2023  -0.58
N: 4.1341 -0.2885 -0.4639  -0.10
N: -4.8024 -1.6788 -3.5120  -0.14
C: 5.1061 2.1040 -2.8344  -0.39
C: -3.1334 0.2551 -0.7125  0.02
C: 4.0830 -1.1925 4.4692  -0.61
C: -5.0949 0.1491 0.9677  0.20
C: -5.8309 -0.8531 0.1151  -0.14
C: -3.7602 0.7318 0.5784  -0.32
C: 5.3223 3.0548 -1.6629  -0.61
C: -3.4749 -1.3999 -2.9200  0.66
C: -1.7197 0.7467 -1.2350  -0.10
C: 4.0171 0.3785 -1.4406  0.25
C: -7.2088 -1.4653 0.4807  0.98
C: -6.7057 1.3344 1.9447  0.91
C: -3.8450 -0.7193 -1.5582  -0.15
C: 5.9680 -1.3964 2.7644  -0.48
C: 5.1909 -2.0720 3.9036  -0.40
C: 5.0613 -1.0702 1.6278  0.10
C: -5.5642 -2.1844 -2.3259  0.64
C: -0.0192 -0.8174 -0.6189  -0.08
C: -5.1900 -1.2444 -1.1404  -0.06
C: 3.8704 1.2195 -2.6611  -0.48
C: 1.5033 -0.5448 -0.1830  -0.62
H: 1.5141 -0.5039 0.9369  0.22
H: 4.4862 -0.2487 4.8482  0.20
H: 6.4351 -0.4724 3.1163  0.24
H: 5.4994 2.5112 -0.7314  0.21
H: -1.5532 0.2736 -2.2540  0.21
H: 3.7493 0.5665 -3.5280  0.26
H: 5.8880 -2.3284 4.7100  0.19
H: 6.1956 3.6852 -1.8413  0.22
H: 4.4555 3.7068 -1.5220  0.20
H: 4.7537 -3.0089 3.5469  0.20
H: -0.3497 -1.7445 -0.0585  0.18
H: 2.1868 -1.3229 -0.6175  0.21
H: -1.7040 1.8612 -1.4421  0.20
H: -2.7446 3.1876 -0.1767  0.48
H: 6.7607 -2.0630 2.4073  0.23
H: 3.5771 -1.7007 5.2935  0.21
H: 1.7421 0.4782 -0.5803  0.20
H: 3.3271 -0.9653 3.7148  0.21
H: 5.9948 1.4783 -2.9528  0.21
H: 2.9674 1.8371 -2.5721  0.21
H: 4.9996 2.6887 -3.7531  0.20
H: 0.0183 -1.0474 -1.7184  0.18